No. 1
The following is a DFT calculation (ωB97M-V/def2-TZVPD) of a molecular structure, C28H85F2NO19S2V in a non-equilibrium geometry.

```
! RIJCOSX wB97M-V def2-TZVPD def2/J DEFGRID3
* xyz 0 4
V -2.66709 -1.07681 1.87165
O -2.43327 -3.19859 1.80131
H -1.53841 -3.56142 1.72700
N -1.07908 -0.35109 0.78944
S 0.62288 -0.64095 0.98642
O 1.34518 0.18340 1.93624
O 1.40863 -1.13203 -0.12292
F 0.43812 -1.92620 1.89891
S -0.88810 0.53059 -0.44075
O -0.63553 -0.14254 -1.69860
O -0.27349 1.82091 -0.22497
F -2.44436 0.93456 -0.63187
C 2.80363 1.16039 -3.77667
C 1.75292 2.16955 -3.40563
O 1.87935 3.42831 -4.05385
H 2.48404 0.29778 -3.19021
H 3.79542 1.51066 -3.49210
H 2.72739 0.97891 -4.84869
H 1.76939 2.29252 -2.32012
H 0.76082 1.76557 -3.61392
H 2.37758 3.99948 -3.46400
C 2.30978 1.67466 4.96617
C 1.64281 2.65964 4.01180
O 1.50136 3.90681 4.67479
H 1.73151 1.60091 5.88928
H 3.34318 1.94144 5.18128
H 2.27831 0.66729 4.54711
H 0.68617 2.32729 3.60319
H 2.25444 2.89005 3.13902
H 0.99436 3.73382 5.47284
C -2.59798 0.94928 -4.45148
C -3.86154 1.47115 -5.14754
O -3.47221 2.40580 -6.14789
H -2.75677 0.39010 -3.52996
H -1.95613 1.81446 -4.27788
H -2.07713 0.30636 -5.16242
H -4.37845 1.95963 -4.31940
H -4.34968 0.56694 -5.50707
H -3.17289 3.17911 -5.66284
C -2.91603 3.45607 2.17001
C -2.65914 2.08425 2.77694
O -3.43530 1.09243 2.08552
H -2.17539 4.11925 2.61870
H -3.89085 3.87464 2.42327
H -2.83129 3.41946 1.08458
H -2.94873 2.05555 3.82931
H -1.59402 1.85375 2.76692
H -4.34921 1.37959 2.17085
C -6.96011 0.34268 -3.07883
C -6.40205 0.07247 -1.66700
O -5.01527 -0.08863 -1.79200
H -8.02036 0.59232 -3.02684
H -6.84617 -0.49750 -3.76218
H -6.41706 1.20615 -3.46392
H -6.87838 -0.86484 -1.37031
H -6.59190 0.88820 -0.96696
H -4.67825 -0.35568 -0.93304
C 4.83395 -2.04625 -2.33128
C 3.85466 -2.90231 -1.52517
O 4.27481 -4.27956 -1.49706
H 4.65322 -0.98974 -2.13391
H 4.68850 -2.29671 -3.38230
H 5.86259 -2.29699 -2.07122
H 2.82135 -2.86353 -1.86799
H 3.79380 -2.58403 -0.48150
H 5.17432 -4.28939 -1.15986
C -4.90029 3.65079 -1.30823
C -6.40643 3.82151 -1.43976
O -6.88159 4.00812 -0.12341
H -4.67878 2.77581 -0.69768
H -4.44409 4.56919 -0.94058
H -4.51165 3.42006 -2.30167
H -6.76189 2.93140 -1.96330
H -6.72165 4.66191 -2.06152
H -7.79863 3.71995 -0.15505
C 1.19521 -2.09405 -4.03244
C 0.48223 -1.41883 -5.19470
O 0.91854 -1.82600 -6.50228
H 2.25969 -1.85896 -4.00464
H 1.20018 -3.17428 -4.19719
H 0.74868 -1.93242 -3.05151
H 0.63324 -0.34060 -5.14181
H -0.59405 -1.58716 -5.12930
H 0.51904 -2.67619 -6.70220
C -0.59379 -4.03704 -1.03560
C -1.87454 -3.25205 -1.32208
O -2.96371 -4.12706 -1.17312
H -0.55119 -4.39989 -0.00755
H 0.29745 -3.40639 -1.05478
H -0.48871 -4.89217 -1.70361
H -1.85666 -2.79011 -2.31170
H -1.95816 -2.42121 -0.61835
H -2.80883 -4.85690 -1.77855
C 2.26129 -4.87629 1.54330
C 2.08608 -6.34340 1.21499
O 1.77136 -7.10819 2.33399
H 2.23159 -4.31300 0.61026
H 3.24934 -4.80980 2.00016
H 1.47838 -4.45863 2.17582
H 2.92600 -6.77399 0.66548
H 1.28430 -6.43262 0.47465
H 2.03980 -8.01490 2.17036
C 3.80754 1.66630 -0.06523
C 4.34583 0.56829 0.81596
O 5.78752 0.70650 0.83442
H 4.21656 1.64558 -1.07493
H 4.09554 2.64072 0.33403
H 2.71781 1.68609 -0.02269
H 4.00938 -0.41264 0.47676
H 4.04824 0.71131 1.85609
H 6.08573 0.14278 1.55358
C 1.04065 4.55638 0.49636
C 2.25504 5.26216 1.05922
O 2.81377 6.12237 0.08296
H 1.30480 4.03669 -0.42402
H 0.37520 5.36783 0.19625
H 0.58427 3.94105 1.26983
H 3.01999 4.53537 1.34192
H 1.96238 5.89199 1.90166
H 3.49745 6.61045 0.54890
C -1.32213 -0.12206 6.00562
C -0.61062 -0.42823 4.66480
O -1.51008 -1.13262 3.80295
H -0.64851 0.35274 6.72010
H -1.64528 -1.04224 6.49441
H -2.17437 0.54301 5.86914
H 0.36669 -0.88610 4.81753
H -0.35495 0.55830 4.27844
H -1.63825 -2.02810 4.13405
C 3.51751 -2.07324 3.56689
C 4.19354 -3.10165 4.43273
O 5.55065 -3.12262 4.05702
H 3.73137 -2.23083 2.50897
H 3.85764 -1.06917 3.82192
H 2.43107 -2.12814 3.64544
H 3.69941 -4.06146 4.26754
H 4.11026 -2.83794 5.48925
H 6.01774 -3.77489 4.58538
*
```

Gap between HOMO and LUMO (alpha / beta)   8.07 / 8.41 eV
⟨S²⟩   3.757
Highest occupied orbital energy (alpha / beta)   -9.2 / -9.7 eV
LUMO (alpha / beta)   -1.140 / -1.249 eV

Atomic partial charges in e from the Löwdin method, atoms 1 to 8:
1. V 0.9977
2. O -0.4040
3. H -0.0609
4. N -0.3541
5. S 0.5938
6. O -0.2525
7. O -0.2330
8. F -0.1772



No. 2
The following is a DFT calculation (ωB97M-V/def2-TZVPD) of 13 unconnected molecules or ions with the total composition C28H85N3O19 in a non-equilibrium geometry.

```
! RIJCOSX wB97M-V def2-TZVPD def2/J DEFGRID3
* xyz 0 1
C -0.59795 3.32127 0.84355
O 0.57936 4.10037 0.59709
H -0.24049 2.29156 0.84687
H -1.18602 3.45846 1.75099
H -1.30624 3.42350 0.02137
H 1.21053 3.90119 1.29247
C -2.30923 -3.39058 -2.99788
O -3.34300 -4.02487 -3.74685
H -1.78600 -2.59749 -3.53206
H -2.74611 -3.04008 -2.06279
H -1.56586 -4.13735 -2.71888
H -3.55855 -4.87787 -3.36276
C 2.08953 -3.59902 -2.12835
O 3.16446 -4.06259 -2.96153
H 2.18946 -3.78876 -1.05966
H 2.09634 -2.50971 -2.16666
H 1.10575 -3.98954 -2.38869
H 2.90259 -4.04348 -3.88492
C 3.53698 2.70159 2.22839
O 2.51316 3.57588 2.74561
H 4.44975 3.21066 1.91886
H 3.97596 1.98086 2.91828
H 3.11688 2.16267 1.37916
H 2.87399 4.08427 3.47564
C -2.84930 -0.25814 6.39238
C -2.81766 1.10794 5.73429
C -1.90399 1.15722 4.49666
O -0.59559 1.15937 4.97965
C 0.35535 1.40592 3.89014
N -4.19038 1.37687 5.28141
H -3.36429 -1.08372 5.90117
H -3.21297 -0.23940 7.41975
H -1.80412 -0.56629 6.41969
H -2.41469 1.86696 6.40481
H -2.12234 2.01501 3.86055
H -2.01386 0.26681 3.87763
H 0.21244 0.64096 3.12692
H 1.32513 1.46101 4.38470
H 0.28944 2.37729 3.40004
H -4.29824 0.64649 4.59220
H -4.19796 2.22063 4.72634
C 3.75894 4.31750 -2.00979
C 5.04836 3.44356 -1.96913
C 4.66939 1.94836 -1.79515
O 4.13120 1.60001 -3.08204
C 4.30555 0.20378 -3.38991
N 5.83293 3.59667 -3.14418
H 3.25662 4.12419 -2.95764
H 3.99698 5.38112 -1.99778
H 3.04322 4.14736 -1.20549
H 5.64920 3.82338 -1.14279
H 3.89242 1.83707 -1.03882
H 5.58662 1.40838 -1.56017
H 3.95724 0.01253 -4.40490
H 3.61617 -0.35388 -2.75598
H 5.36061 -0.06931 -3.40939
H 5.41219 2.94478 -3.79081
H 6.66510 3.10084 -2.85828
C -1.50831 5.77549 -3.39956
C -0.66374 4.96947 -2.40935
C 0.25307 3.90685 -3.08405
O -0.39976 2.75692 -3.52334
C 0.34682 1.94408 -4.44528
N 0.11231 5.89387 -1.61724
H -0.89546 6.44340 -4.00487
H -2.33344 6.36881 -3.00557
H -1.83989 5.02172 -4.11370
H -1.35415 4.45264 -1.74278
H 0.92162 3.56302 -2.29480
H 0.75323 4.50028 -3.84941
H 1.14875 1.40386 -3.94212
H 0.80703 2.53527 -5.23700
H -0.37577 1.20609 -4.79359
H 0.39953 5.35808 -0.81068
H -0.54767 6.52123 -1.18027
C -3.37650 0.33762 -2.86267
C -2.92820 1.76965 -2.47745
O -3.80259 2.32759 -1.53885
O -4.44946 0.38207 -3.81906
H -3.72732 -0.29614 -2.04818
H -2.61715 -0.18804 -3.44160
H -2.84338 2.44726 -3.32702
H -1.93322 1.69968 -2.03790
H -4.64442 2.49331 -1.96951
H -5.05123 1.10210 -3.61650
C 4.40185 -2.09944 0.83796
C 3.64978 -3.35866 1.38838
O 2.23745 -3.09449 1.51392
O 5.79548 -2.25090 0.74775
H 4.15901 -1.22839 1.44656
H 3.97821 -1.88617 -0.14343
H 4.02986 -3.82025 2.29974
H 3.86144 -4.16160 0.68227
H 1.78945 -3.90272 1.77404
H 6.01691 -2.80977 -0.00074
C -0.06851 -0.55664 -0.90370
C 1.30164 -0.17215 -0.31974
O 1.34900 -0.33040 1.12840
O -0.24272 -2.02350 -0.91756
H -0.18199 -0.17166 -1.91712
H -0.86344 -0.16962 -0.26620
H 1.62311 0.82441 -0.62245
H 2.09511 -0.83263 -0.66939
H 1.46654 -1.27466 1.25553
H -0.51112 -2.21912 -0.01684
C -0.04420 -6.44338 -0.67758
C -0.11585 -5.44863 0.50642
O 1.02087 -5.56323 1.34222
O -0.23103 -7.70776 -0.06569
H 0.92310 -6.38380 -1.17646
H -0.71495 -6.17434 -1.49355
H -1.04636 -5.65388 1.03567
H -0.18394 -4.42560 0.13645
H 1.20053 -6.49962 1.45402
H -0.48501 -8.32093 -0.75932
C -2.10202 -2.98024 3.75728
C -1.26352 -2.31205 2.59673
O -1.72671 -2.70546 1.31414
O -3.43488 -2.49676 3.75520
H -1.61461 -2.79298 4.71408
H -2.11557 -4.06383 3.64005
H -0.24499 -2.67796 2.72631
H -1.22086 -1.22726 2.69429
H -2.68013 -2.59345 1.31990
H -3.95288 -2.92092 4.44322
C -4.44785 -0.19499 1.38042
C -5.03806 -1.34386 0.55206
O -4.29100 -2.55561 0.84353
O -4.79581 -0.33208 2.74550
H -4.83081 0.74706 0.98803
H -3.35937 -0.13788 1.37284
H -4.97546 -1.24819 -0.53193
H -6.01980 -1.58613 0.95900
H -4.88966 -3.11502 1.34379
H -4.40144 -1.17118 2.99445
*
```

Gap between HOMO and LUMO   8.94 eV
Highest occupied orbital energy   -8.9 eV
LUMO   0.081 eV

Atomic partial charges in e from the Löwdin method, atoms 1 to 8:
1. C -0.1131
2. O -0.1320
3. H 0.0695
4. H 0.0740
5. H 0.0631
6. H 0.0335
7. C -0.1552
8. O -0.1200



No. 3
The following is a DFT calculation (ωB97M-V/def2-TZVPD) of 15 unconnected molecules or ions with the total composition C28H93N7O15 in a non-equilibrium geometry.

```
! RIJCOSX wB97M-V def2-TZVPD def2/J DEFGRID3
* xyz 0 1
C 4.24562 2.60229 -4.67621
C 4.84333 2.27277 -3.30059
C 3.87012 1.64975 -2.34341
O 2.95245 2.57017 -1.75760
C 1.82777 1.96584 -1.11622
N 6.09969 1.51741 -3.37132
H 4.99668 3.06122 -5.32326
H 3.39824 3.28319 -4.63786
H 4.00774 1.66606 -5.18883
H 5.20302 3.26956 -3.01945
H 4.43093 1.15931 -1.53715
H 3.28126 0.81860 -2.74678
H 1.37053 2.82087 -0.61978
H 2.22938 1.33722 -0.31346
H 1.13773 1.34545 -1.69156
H 6.81385 2.00330 -3.89508
H 6.45236 1.39850 -2.43022
C -4.85548 5.60817 -2.98959
C -4.63844 4.16007 -2.58771
C -4.46887 4.06522 -1.06001
O -3.55018 5.05605 -0.56330
C -2.20025 4.90643 -0.98476
N -5.78707 3.38183 -3.07416
H -3.96910 6.20778 -2.77989
H -5.69574 6.07972 -2.47543
H -5.01645 5.72807 -4.06216
H -3.66731 3.92568 -3.02857
H -3.98662 3.09135 -0.93317
H -5.46655 4.13120 -0.63137
H -1.65468 5.65840 -0.42012
H -2.07746 5.10034 -2.05320
H -1.77548 3.91297 -0.81369
H -6.66173 3.83602 -2.84458
H -5.83475 2.47058 -2.62755
C -0.23039 -0.29767 2.15163
C -0.83412 0.85821 1.34313
C -2.24263 0.62976 0.79855
O -2.14643 -0.44020 -0.12317
C -3.31143 -0.64436 -0.93931
N -0.67724 2.09906 2.13226
H -0.00808 -1.11983 1.46854
H -0.83306 -0.58677 3.01414
H 0.73865 -0.02931 2.57728
H -0.21434 0.93955 0.44721
H -2.60788 1.56665 0.36651
H -2.95071 0.45753 1.61808
H -3.61112 0.30004 -1.39361
H -4.07604 -1.04428 -0.27131
H -3.07974 -1.36218 -1.72318
H 0.24323 2.20922 2.53787
H -1.36036 1.95897 2.87362
C 1.59179 -4.80585 -3.76294
C 0.21526 -4.49576 -4.36572
C -0.05589 -2.99752 -4.25507
O -0.10312 -2.67346 -2.85668
C -0.16006 -1.29236 -2.59839
N 0.08265 -4.91240 -5.74769
H 2.31126 -4.21846 -4.33609
H 1.78405 -5.86631 -3.93417
H 1.61832 -4.55043 -2.70746
H -0.53259 -5.02991 -3.77101
H -1.02558 -2.76280 -4.71129
H 0.62211 -2.30999 -4.76834
H -0.26796 -1.13480 -1.52664
H -0.96535 -0.78503 -3.13780
H 0.77712 -0.81842 -2.91080
H -0.84255 -5.19436 -6.04703
H 0.57786 -5.79470 -5.83691
C -1.84780 -5.63387 3.12547
C -0.76539 -4.90534 3.94875
C -0.01860 -3.87403 3.12261
O 1.04807 -3.22809 3.82862
C 2.19285 -4.02225 4.11620
N -1.34691 -4.23371 5.09241
H -1.29201 -6.14933 2.34413
H -2.50024 -4.87163 2.69170
H -2.52936 -6.17102 3.78275
H -0.09973 -5.65043 4.39986
H -0.67843 -3.06736 2.80412
H 0.39984 -4.30724 2.20792
H 1.88150 -4.86689 4.73837
H 2.92094 -3.40771 4.63777
H 2.60284 -4.50982 3.22718
H -1.87730 -4.73404 5.79136
H -0.63662 -3.75826 5.63626
C 2.03080 -0.43551 5.52254
C 2.39570 1.03775 5.05344
C 1.20353 2.00208 5.05504
O 1.55761 3.15302 4.31875
C 0.58239 4.15012 4.52131
N 3.46030 1.51681 5.85587
H 1.56715 -0.48818 6.51220
H 2.88217 -1.11118 5.59408
H 1.27557 -0.84832 4.84952
H 2.85349 0.87099 4.07545
H 0.94162 2.31946 6.06928
H 0.31098 1.53802 4.62474
H 0.76807 5.14616 4.12067
H 0.33656 4.34835 5.56947
H -0.36096 3.83602 4.06289
H 4.31439 0.98993 5.73883
H 3.22256 1.42779 6.83750
C 7.02650 -1.45037 -1.44351
C 6.28840 -2.70327 -1.94100
C 4.75085 -2.54589 -1.86495
O 4.29379 -2.02495 -0.63924
C 2.87335 -1.95545 -0.54269
N 6.67383 -3.04078 -3.28831
H 8.10790 -1.53393 -1.36686
H 6.56565 -1.15184 -0.49827
H 6.70331 -0.64435 -2.10811
H 6.52604 -3.49417 -1.22394
H 4.26951 -3.50036 -2.09446
H 4.44502 -1.79192 -2.60210
H 2.70324 -1.34318 0.34890
H 2.42088 -2.90911 -0.26812
H 2.30783 -1.35180 -1.25514
H 6.27708 -2.47410 -4.02722
H 7.66650 -2.84925 -3.35293
O -2.39517 -2.72866 1.33673
H -2.26164 -3.43328 0.69706
H -2.11545 -1.91756 0.87391
O -2.16916 4.39084 1.90555
H -1.53597 3.65340 1.78264
H -2.68954 4.41251 1.08836
O 0.83085 5.24843 1.24230
H 0.04232 4.94621 1.70753
H 0.54800 6.04496 0.78613
O -2.53642 1.97195 4.34532
H -3.22152 1.44227 4.76398
H -3.00141 2.73112 3.97033
O -6.04341 1.15634 -1.10965
H -6.12187 1.39189 -0.16870
H -6.04619 0.18643 -1.12754
O -6.40590 1.52658 1.54120
H -5.74141 1.15974 2.13214
H -6.92277 2.12212 2.09157
O -4.73910 -1.39982 -4.18260
H -4.15645 -2.03651 -4.60705
H -4.80533 -0.67128 -4.80806
O -6.55834 -1.31085 -2.21042
H -5.85240 -1.49241 -2.85842
H -7.07725 -0.60522 -2.60763
*
```

Gap between HOMO and LUMO   8.60 eV
Highest occupied orbital energy   -8.7 eV
LUMO   -0.121 eV

Atomic partial charges in e from the Löwdin method, atoms 1 to 8:
1. C -0.0610
2. C -0.4340
3. C -0.2020
4. O -0.1730
5. C -0.0975
6. N 0.0294
7. H 0.0694
8. H 0.0790